[1]
DFT (wB97M-V/def2-TZVPD) results for C11H17B2N7Sr as an isolated structure at a distorted geometry.

Calculated values
Energy (eV): -24282.1714
HOMO energy (alpha / beta) (eV): -15.15 / -15.26
HOMO-LUMO gap (alpha / beta) (eV): 4.08 / 5.05
Net charge: +2

Geometry (Å):
C: 3.29 0.29 0.23
N: 2.06 0.38 -0.20
N: 1.95 0.11 -1.55
C: 3.20 -0.08 -1.99
C: 4.09 0.02 -0.90
B: 0.61 0.16 -2.41
N: -0.46 -0.99 -2.13
N: -1.24 -1.13 -1.00
C: -2.05 -2.15 -1.05
C: -1.88 -2.71 -2.34
C: -0.88 -1.95 -2.97
Sr: -0.03 -0.04 0.48
N: -0.09 1.53 -2.10
N: -0.52 1.78 -0.80
C: -1.08 2.96 -0.72
C: -1.04 3.54 -2.00
C: -0.40 2.60 -2.84
H: -1.46 3.30 0.22
H: -0.16 2.62 -3.88
H: -1.41 4.50 -2.27
H: 0.91 0.10 -3.54
H: -0.46 -2.02 -3.95
H: 3.38 -0.27 -3.03
H: -2.42 -3.53 -2.74
H: 5.15 -0.08 -0.92
H: -2.68 -2.39 -0.24
H: 3.53 0.44 1.26
H: -1.80 -0.70 2.20
C: -2.00 -1.49 2.96
H: -2.82 -2.08 2.63
H: -1.10 -2.11 3.08
H: -2.22 -0.99 3.91
B: 0.01 -0.04 5.19
C: 0.03 0.00 3.77
N: 0.05 0.02 2.63
H: -0.86 0.69 5.64
H: 0.72 0.84 5.63
H: 0.11 -1.14 5.74

[2]
DFT (wB97M-V/def2-TZVPD) results for C11H17BCdN6O as an isolated structure at a distorted geometry.

Calculated values
Energy (eV): -27891.4815
HOMO energy (alpha / beta) (eV): -15.67 / -13.76
Relative energy (zero: lowest compared OMol25 entry of this formula, charge and spin) (kcal per mole): 27.8
HOMO-LUMO gap (alpha / beta) (eV): 6.56 / 2.83
Net charge: +2

Geometry (Å):
C: -0.22 3.52 0.17
N: -0.12 2.26 -0.29
N: 0.17 2.32 -1.64
C: 0.32 3.63 -1.98
C: 0.08 4.40 -0.86
B: 0.24 0.95 -2.43
N: 1.30 0.02 -1.71
N: 1.12 -0.41 -0.40
C: 2.13 -1.25 -0.14
C: 2.99 -1.34 -1.25
C: 2.41 -0.54 -2.23
Cd: -1.07 0.50 0.78
N: -1.07 0.15 -2.28
N: -1.60 -0.25 -1.04
C: -2.61 -1.15 -1.30
C: -2.77 -1.24 -2.68
C: -1.79 -0.46 -3.25
H: -3.15 -1.70 -0.54
H: -1.59 -0.33 -4.30
H: -3.52 -1.81 -3.20
H: 0.52 1.12 -3.58
H: 2.71 -0.31 -3.24
H: 0.59 3.97 -2.97
H: 3.89 -1.90 -1.33
H: 0.10 5.47 -0.78
H: 2.23 -1.77 0.81
H: -0.53 3.76 1.18
H: -1.12 -4.77 1.83
C: -0.75 -4.14 2.63
H: 0.32 -4.03 2.76
H: 1.41 -1.35 4.92
H: -1.46 -3.80 3.38
C: 0.14 0.12 5.04
O: 0.85 -0.87 4.29
H: -0.76 0.37 4.47
H: 0.75 1.04 5.13
H: -0.15 -0.22 6.04

[3]
DFT (wB97M-V/def2-TZVPD) results for C11H17BCl2F6InO7 as an isolated structure at a distorted geometry.

Calculated values
Energy (eV): -73217.2529
HOMO energy (eV): -5.19
HOMO-LUMO gap (eV): 7.49
Net charge: -1

Geometry (Å):
C: -0.12 1.62 1.01
C: -1.33 1.85 -0.09
Cl: -1.70 3.57 -0.76
C: -2.13 0.69 -0.55
Cl: -3.47 1.06 -1.83
In: -1.95 -1.46 0.13
O: -0.01 -2.22 0.22
B: 0.87 -1.67 -0.83
O: 0.63 -1.69 -2.29
O: 2.16 -1.05 -0.35
H: 0.18 0.50 1.14
H: 0.81 2.29 0.70
H: -0.50 2.04 2.06
H: -2.91 -2.51 -1.01
H: -2.69 -1.69 1.75
H: 1.11 -0.85 -2.64
H: 2.19 -1.23 0.66
C: 4.50 -2.63 -1.68
C: 5.17 -2.20 -2.97
O: 6.41 -1.53 -2.70
C: 7.49 -2.34 -2.49
O: 7.45 -3.56 -2.53
C: 8.75 -1.50 -2.26
F: 8.54 -0.45 -1.41
F: 9.23 -0.96 -3.42
F: 9.78 -2.22 -1.73
H: 4.38 -1.78 -1.00
H: 3.52 -3.07 -1.88
H: 5.11 -3.37 -1.15
H: 4.53 -1.47 -3.49
H: 5.32 -3.04 -3.65
C: -7.13 3.81 2.79
C: -5.63 3.62 2.66
O: -5.26 2.27 2.99
C: -5.39 1.35 1.98
O: -5.79 1.62 0.85
C: -4.91 -0.02 2.45
F: -5.37 -0.34 3.69
F: -3.55 -0.11 2.51
F: -5.32 -1.03 1.63
H: -7.48 3.51 3.78
H: -7.41 4.85 2.62
H: -7.67 3.19 2.06
H: -5.12 4.27 3.38
H: -5.27 3.90 1.67

[4]
DFT (wB97M-V/def2-TZVPD) results for C11H17BN6W as an isolated structure at a distorted geometry.

Calculated values
2S+1: 3
Energy (eV): -23104.2190
Expectation value of S²: 2.073
HOMO energy (alpha / beta) (eV): -13.95 / -14.22
Relative energy (zero: lowest compared OMol25 entry of this formula, charge and spin) (kcal per mole): 84.5
HOMO-LUMO gap (alpha / beta) (eV): 3.10 / 4.57
Net charge: +2

Geometry (Å):
H: 1.10 3.79 1.14
N: 0.84 2.01 0.01
B: 0.19 0.47 -2.01
N: 0.52 1.80 -1.32
C: 0.68 2.95 -1.98
W: 2.11 0.72 0.88
H: 0.60 2.98 -3.07
C: 0.97 3.96 -1.07
H: 1.19 4.99 -1.33
C: 0.95 3.37 0.18
H: 0.25 0.58 -3.20
C: -2.41 -2.39 3.87
H: -1.75 -2.85 4.63
H: -1.82 -2.21 2.96
H: -3.20 -3.12 3.62
N: -1.28 0.03 -1.58
N: 1.13 -0.65 -1.53
N: -1.57 -0.17 -0.26
N: 1.57 -0.87 -0.23
C: -2.41 -0.21 -2.27
C: 1.81 -1.47 -2.35
H: -2.37 -0.12 -3.32
H: 1.70 -1.35 -3.43
C: -3.41 -0.55 -1.38
C: 2.58 -2.33 -1.59
C: -2.81 -0.50 -0.08
C: 2.34 -2.01 -0.28
H: -4.41 -0.80 -1.55
H: 3.25 -3.09 -2.01
H: -3.18 -0.67 0.91
H: 2.74 -2.43 0.62
H: -2.82 -1.52 4.22
C: 1.67 0.44 2.87
H: 1.08 1.14 3.47
H: 2.72 0.65 3.14
H: 1.46 -0.54 3.32

[5]
DFT (wB97M-V/def2-TZVPD) results for an isolated ion of composition C11H17BrN and charge +1 at a distorted geometry.

Calculated values
Energy (eV): -83206.7153
HOMO energy (eV): -12.90
Relative energy (zero: lowest compared OMol25 entry of this formula, charge and spin) (kcal per mole): 19.1
Structure (SMILES): CC[N+](C)(C)[C@@H](Br)c1ccccc1
HOMO-LUMO gap (eV): 10.05
Net charge: +1

Geometry (Å):
C: 4.00 0.16 -0.07
C: 3.40 -0.67 -0.95
C: 3.30 0.66 1.04
C: 2.07 -0.94 -0.80
C: 1.95 0.45 1.16
C: 1.34 -0.38 0.24
C: -3.22 -0.57 1.28
C: -1.14 1.61 0.21
C: -0.83 0.15 -1.77
C: -2.72 -0.17 -0.12
C: -0.13 -0.82 0.55
N: -1.24 0.22 -0.30
Br: -0.54 -2.70 0.13
H: 5.07 0.44 -0.30
H: 4.01 -1.07 -1.91
H: 3.89 1.27 1.65
H: 1.61 -1.52 -1.65
H: 1.41 0.75 2.17
H: -2.93 -1.62 1.50
H: -3.32 0.27 1.85
H: -4.26 -0.71 1.10
H: -1.41 1.61 1.19
H: -0.07 1.97 0.26
H: -1.78 2.28 -0.31
H: -0.69 -0.97 -2.04
H: -1.54 0.62 -2.41
H: 0.15 0.68 -1.99
H: -3.31 0.62 -0.56
H: -2.83 -0.95 -0.77
H: -0.26 -0.69 1.62

[6]
DFT (wB97M-V/def2-TZVPD) results for an isolated ion of composition C11H17BrN3 and charge +1 at a distorted geometry.

Calculated values
Energy (eV): -86186.4579
HOMO energy (eV): -12.93
Structure (SMILES): C/N=C/[C@H](Br)[C@@H]([NH2+]C)c1ccc(C)nc1
HOMO-LUMO gap (eV): 9.80
Net charge: +1

Geometry (Å):
C: 0.42 -1.05 -0.98
C: 0.78 -2.32 -0.58
C: -1.02 -0.84 0.97
C: -0.50 -0.28 -0.27
C: 0.25 -2.74 0.60
C: 0.85 2.18 0.95
C: 0.53 -4.09 1.29
C: 2.47 1.83 2.50
C: -2.51 0.50 -2.55
C: -0.82 1.13 -0.55
C: 0.29 2.20 -0.47
N: -0.64 -2.07 1.35
N: 2.03 1.77 1.20
N: -1.43 1.34 -2.00
Br: -0.14 4.07 -0.94
H: 0.90 -0.64 -1.96
H: 1.67 -2.71 -0.99
H: -1.88 -0.31 1.52
H: 0.01 2.33 1.72
H: 1.14 -4.71 0.73
H: 1.07 -3.93 2.25
H: -0.49 -4.70 1.46
H: 2.87 0.75 2.74
H: 1.85 2.26 3.45
H: 3.43 2.40 2.54
H: -3.51 0.98 -2.20
H: -2.31 0.39 -3.67
H: -2.33 -0.55 -2.21
H: -1.60 1.45 0.10
H: 1.02 1.87 -1.29
H: -0.73 1.21 -2.66
H: -1.71 2.28 -2.04

[7]
DFT (wB97M-V/def2-TZVPD) results for a 8-piece molecular cluster, C11H17Cl21 overall at a distorted geometry.

Calculated values
2S+1: 2
Energy (eV): -274653.7822
Expectation value of S²: 0.753
HOMO energy (alpha / beta) (eV): -0.23 / -6.44
HOMO-LUMO gap (alpha / beta) (eV): 2.10 / 8.30
Net charge: -1

Geometry (Å):
Cl: 18.65 21.04 20.80
C: 18.45 22.63 20.01
C: 18.22 22.54 18.54
Cl: 16.85 21.51 17.95
H: 19.33 23.18 20.34
H: 17.58 23.11 20.45
H: 19.10 22.08 18.08
H: 18.09 23.51 18.06
Cl: 21.16 24.44 18.51
C: 21.37 25.71 17.28
C: 20.73 27.01 17.79
Cl: 20.99 28.32 16.66
H: 21.03 25.38 16.30
H: 22.45 25.84 17.24
H: 21.30 27.17 18.71
H: 19.67 26.99 18.03
Cl: 16.86 17.95 19.17
C: 15.12 18.02 19.51
C: 14.69 19.33 20.05
Cl: 12.94 19.48 20.04
H: 14.88 17.17 20.14
H: 14.62 17.73 18.58
H: 15.10 20.14 19.45
H: 15.02 19.50 21.08
C: 18.66 27.03 21.94
Cl: 18.85 28.20 20.57
Cl: 19.69 25.58 21.63
Cl: 16.92 26.65 22.18
H: 19.03 27.45 22.88
C: 21.89 20.96 22.33
Cl: 23.40 20.20 22.90
Cl: 22.13 22.16 21.08
Cl: 20.97 21.61 23.74
H: 21.27 20.19 21.87
C: 21.36 20.47 15.94
Cl: 23.13 20.46 16.38
Cl: 20.59 22.00 15.56
Cl: 20.55 19.70 17.33
H: 21.27 19.79 15.09
C: 16.67 24.29 15.20
Cl: 16.53 24.12 13.42
Cl: 15.09 24.87 15.86
Cl: 18.06 25.25 15.75
H: 16.86 23.29 15.57
C: 17.70 18.06 22.62
Cl: 18.35 16.48 21.99
Cl: 18.82 18.66 23.88
Cl: 16.08 18.06 23.33
H: 17.78 18.78 21.81

[8]
DFT (wB97M-V/def2-TZVPD) results for a 4-piece molecular cluster, C11H17Cl6N overall at a distorted geometry.

Calculated values
Energy (eV): -88306.4546
HOMO energy (eV): -9.72
Relative energy (zero: lowest compared OMol25 entry of this formula, charge and spin) (kcal per mole): 5.3
Structure (SMILES): c1ccncc1.ClCCCl.ClCCCl.ClCCCl
HOMO-LUMO gap (eV): 10.35

Geometry (Å):
Cl: 11.32 -15.02 3.70
C: 12.92 -15.06 4.46
C: 13.53 -16.48 4.41
Cl: 14.60 -16.63 2.98
H: 12.90 -14.69 5.49
H: 13.48 -14.28 3.95
H: 12.91 -17.37 4.45
H: 14.22 -16.36 5.25
Cl: 27.74 -6.12 3.67
C: 26.56 -4.95 4.32
C: 25.13 -5.64 4.48
Cl: 23.84 -4.41 4.42
H: 26.44 -4.03 3.75
H: 27.04 -4.60 5.24
H: 25.10 -6.37 5.28
H: 25.01 -6.28 3.61
Cl: 20.51 -17.64 -3.96
C: 19.59 -18.20 -5.39
C: 20.42 -18.20 -6.69
Cl: 20.79 -16.49 -6.97
H: 18.77 -17.49 -5.52
H: 19.16 -19.16 -5.15
H: 19.97 -18.81 -7.47
H: 21.37 -18.72 -6.52
N: 23.83 -12.95 3.19
C: 24.67 -13.75 3.92
C: 24.46 -15.09 4.19
C: 23.22 -15.60 3.82
C: 22.31 -14.80 3.13
C: 22.71 -13.52 2.77
H: 25.59 -13.28 4.22
H: 25.19 -15.62 4.78
H: 23.09 -16.63 4.10
H: 21.42 -15.30 2.79
H: 21.95 -13.02 2.17

[9]
DFT (wB97M-V/def2-TZVPD) results for a 2-piece molecular cluster, C11H17N2 overall at a distorted geometry.

Calculated values
2S+1: 2
Energy (eV): -14642.9824
Expectation value of S²: 0.771
HOMO energy (alpha / beta) (eV): -16.65 / -16.60
Relative energy (zero: lowest compared OMol25 entry of this formula, charge and spin) (kcal per mole): 78.1
HOMO-LUMO gap (alpha / beta) (eV): 9.26 / 5.52
Net charge: +2

Geometry (Å):
C: 2.54 0.65 0.69
C: -0.31 -1.70 1.04
C: 0.26 -0.40 1.27
C: 1.64 -0.50 0.86
C: 1.82 -1.82 0.39
C: -1.63 -2.02 1.46
C: -2.36 -1.09 2.16
C: -0.42 0.56 1.87
C: -1.70 0.22 2.34
N: 0.66 -2.54 0.61
H: 0.62 -3.43 0.55
H: -1.83 -3.12 1.52
H: 2.63 -2.34 -0.15
H: -3.34 -1.39 2.59
H: 0.06 1.56 2.07
H: 2.70 1.17 1.63
H: 2.35 1.41 -0.07
H: -2.34 1.02 2.82
H: 3.47 0.16 0.32
C: -0.54 0.67 -2.14
C: -1.08 1.66 -3.24
N: 0.35 1.29 -1.07
H: -1.52 0.07 -1.70
H: 0.16 -0.07 -2.58
H: -0.67 2.58 -3.54
H: -2.18 1.95 -3.12
H: 0.47 2.28 -1.27
H: -0.21 1.09 -0.15
H: 1.28 0.99 -0.95
H: -0.88 1.08 -4.23

[10]
DFT (wB97M-V/def2-TZVPD) results for a 2-piece molecular cluster, C11H17N2O5 overall at a distorted geometry.

Calculated values
Energy (eV): -24890.4883
HOMO energy (eV): -12.18
HOMO-LUMO gap (eV): 6.65
Net charge: +1

Geometry (Å):
C: 0.49 0.98 2.23
C: 0.45 0.40 0.74
N: 0.41 1.56 -0.19
O: -0.84 1.76 -0.77
C: -1.64 2.63 -0.03
O: -1.47 3.80 0.09
C: -2.91 2.01 0.66
C: -3.15 0.57 0.52
C: -4.34 -0.06 1.12
N: -5.22 0.76 1.81
C: -5.05 2.11 1.97
C: -3.89 2.81 1.41
H: 1.58 1.19 2.45
H: -0.03 1.99 2.23
H: 0.07 0.28 2.99
H: 1.40 -0.16 0.54
H: -0.41 -0.31 0.64
H: 0.80 2.41 0.21
H: -2.49 -0.11 -0.06
H: -4.52 -1.15 0.98
H: -6.05 0.31 2.20
H: -5.82 2.69 2.53
H: -3.75 3.91 1.51
C: 2.58 -0.96 -3.27
O: 3.40 -2.13 -3.34
C: 3.86 -2.53 -2.15
O: 3.65 -2.01 -1.08
O: 4.61 -3.62 -2.35
C: 5.18 -4.17 -1.16
H: 2.26 -0.73 -4.29
H: 1.69 -1.15 -2.67
H: 3.14 -0.12 -2.88
H: 4.40 -4.48 -0.47
H: 5.85 -3.45 -0.68
H: 5.77 -5.04 -1.44

[11]
DFT (wB97M-V/def2-TZVPD) results for C11H17N3O2STi as an isolated structure.

Calculated values
Energy (eV): -54186.7533
HOMO energy (eV): -15.43
Relative energy (zero: lowest compared OMol25 entry of this formula, charge and spin) (kcal per mole): 0.0
HOMO-LUMO gap (eV): 7.26
Net charge: +2

Geometry (Å):
Ti: 0.45 0.76 0.32
N: -0.59 1.45 2.09
C: -0.25 0.57 3.25
C: 1.25 0.34 3.24
N: 1.64 -0.23 1.92
C: 3.09 -0.13 1.59
C: 3.26 -0.31 0.10
N: 2.42 0.71 -0.59
H: -0.39 2.42 2.34
H: -1.60 1.43 1.92
H: -0.79 -0.37 3.12
H: -0.56 1.01 4.19
H: 1.55 -0.32 4.06
H: 1.78 1.28 3.36
H: 1.39 -1.22 1.92
H: 3.68 -0.87 2.14
H: 3.43 0.86 1.90
H: 2.92 -1.29 -0.22
H: 4.31 -0.20 -0.19
H: 2.32 0.48 -1.58
H: 2.90 1.61 -0.58
O: -1.87 2.60 -2.33
C: -1.51 1.56 -1.93
O: -0.45 1.55 -0.94
C: -1.99 0.20 -2.24
C: -2.90 0.13 -3.29
C: -3.44 -1.08 -3.69
C: -3.07 -2.24 -3.04
C: -2.17 -2.20 -1.98
C: -1.62 -0.99 -1.58
S: -0.50 -1.15 -0.20
H: -3.18 1.05 -3.78
H: -4.14 -1.11 -4.51
H: -3.49 -3.19 -3.34
H: -1.89 -3.11 -1.47

[12]
DFT (wB97M-V/def2-TZVPD) results for a 3-piece molecular cluster, C11H17N3O3P2S overall at a distorted geometry.

Calculated values
Energy (eV): -51704.8265
HOMO energy (eV): -8.00
Structure (SMILES): N=[PH2][C@H]1OC(=O)O[C@H]1[PH2]=S.c1cc[nH]c1.c1cc[nH]c1
HOMO-LUMO gap (eV): 7.95

Geometry (Å):
N: 3.01 0.98 1.28
P: 1.58 0.91 1.97
C: 0.50 -0.39 1.12
O: 1.22 -1.62 1.24
C: 1.01 -1.96 2.60
O: 1.63 -2.76 3.13
O: -0.06 -1.22 3.14
C: -0.78 -0.86 1.92
P: -2.15 0.39 2.03
S: -3.63 -0.31 3.09
H: 3.01 0.28 0.53
H: 1.75 0.58 3.35
H: 0.97 2.20 1.90
H: 0.10 -0.08 0.14
H: -1.16 -1.86 1.62
H: -1.63 1.62 2.51
H: -2.54 0.66 0.68
N: 4.58 0.99 -1.82
C: 4.66 2.14 -1.08
C: 5.23 3.11 -1.87
C: 5.49 2.51 -3.14
C: 5.08 1.21 -3.07
H: 4.21 0.12 -1.49
H: 4.32 2.17 -0.06
H: 5.44 4.12 -1.58
H: 5.94 2.99 -4.00
H: 5.09 0.42 -3.81
N: -4.95 -1.57 0.05
C: -4.32 -2.29 -0.93
C: -5.03 -2.13 -2.09
C: -6.12 -1.27 -1.80
C: -6.04 -0.94 -0.47
H: -4.65 -1.51 1.01
H: -3.43 -2.86 -0.71
H: -4.79 -2.57 -3.04
H: -6.88 -0.94 -2.49
H: -6.67 -0.32 0.14

[13]
DFT (wB97M-V/def2-TZVPD) results for one molecule with the formula C11H17N3O3S at a distorted geometry.

Calculated values
Energy (eV): -33128.9187
HOMO energy (eV): -9.25
Relative energy (zero: lowest compared OMol25 entry of this formula, charge and spin) (kcal per mole): 63.1
Structure (SMILES): CCCC[C@H](CC)C(=O)Nc1ncc([N+](=O)[O-])s1
HOMO-LUMO gap (eV): 8.78

Geometry (Å):
C: -2.10 -3.76 0.50
C: -2.38 -2.41 -0.16
C: -1.59 -1.28 0.51
C: -1.87 0.07 -0.15
H: -1.59 0.02 -1.21
H: -2.94 0.27 -0.10
C: -1.12 1.21 0.55
C: 0.36 0.92 0.65
O: 1.00 0.95 1.68
N: 1.00 0.65 -0.54
C: 2.33 0.40 -0.57
N: 2.97 0.12 -1.68
C: 4.27 -0.09 -1.45
C: 4.64 0.02 -0.13
N: 5.92 -0.15 0.42
O: 6.82 -0.43 -0.34
O: 6.03 0.00 1.62
S: 3.27 0.42 0.88
H: 4.93 -0.33 -2.26
H: 0.50 0.62 -1.42
H: -1.48 1.30 1.57
C: -1.30 2.57 -0.16
C: -2.72 3.10 -0.03
H: -2.79 4.10 -0.47
H: -3.01 3.18 1.02
H: -3.44 2.46 -0.54
H: -0.61 3.29 0.29
H: -1.05 2.48 -1.21
H: -0.53 -1.51 0.46
H: -1.87 -1.23 1.57
H: -2.10 -2.46 -1.22
H: -3.44 -2.19 -0.11
H: -2.39 -3.73 1.55
H: -2.67 -4.55 0.01
H: -1.05 -4.00 0.44